[1]
This record from OMol25 describes C26H32N6PtS as an isolated structure at a distorted geometry. The level of theory is ωB97M-V/def2-TZVPD.

```
! RIJCOSX wB97M-V def2-TZVPD def2/J DEFGRID3
* xyz -2 3
N 1.3123 -2.8360 -1.4520
H 2.8115 -4.3734 -3.7964
C 0.1060 -3.2618 6.1968
C -1.4889 -0.1934 -5.3427
C 1.5405 -0.6751 -3.0473
H 0.6881 5.3458 3.1708
C -1.8422 -0.4109 -4.0043
C 1.7470 0.6127 -3.8235
H -2.0703 -2.4819 -4.3308
H 0.8396 0.3667 -1.3944
H 1.9745 4.2208 3.5016
H -2.3387 1.6720 -3.4298
C 1.7026 -1.9331 -3.6133
N 0.8106 2.0109 0.4485
C -2.0544 -1.7164 -3.5802
H 2.7469 0.6145 -4.2447
N 0.6435 4.2743 -0.0991
H -0.7504 -5.1063 6.7839
C -0.5844 -2.4874 4.0095
H -0.9461 3.4510 3.7100
H 0.7284 1.3614 1.2768
C 0.5969 3.2185 0.8304
H -2.5562 1.1009 -1.0063
C -1.0909 -4.6656 4.7075
C -1.8969 -1.3287 0.1407
H -2.4985 -0.5551 0.6267
H 0.2863 3.6600 -2.0885
H 1.8228 -2.1286 -4.6419
H 1.9098 -5.1019 -2.4172
C 1.0491 -1.6779 -0.8941
H 0.5597 2.4005 3.8250
H -1.3543 -5.6344 4.4882
C 1.8501 -4.4006 -3.2748
H 1.3296 5.0149 -1.8379
H -0.8100 2.0346 2.7626
H 0.5543 -1.2353 5.3619
C -2.0982 -1.0301 -1.2788
H 1.9353 5.0920 1.9113
C -2.2222 0.6202 -3.1274
C -2.1642 -2.0193 -2.2199
Pt 0.1078 -1.3835 1.0053
C -1.2437 -3.7032 3.7424
C 1.0615 4.0352 -1.4368
H 1.6035 1.5065 -3.1829
N 0.4236 3.6437 2.1649
C -0.2193 2.8285 3.1623
H 1.0441 -4.7013 -3.9756
H 1.8454 3.2588 -1.3718
C -2.3458 0.2944 -1.7549
C -0.3105 5.3975 0.0808
H -0.1955 5.8257 1.1300
H -2.1811 -2.3223 0.4599
S 1.4635 -0.9362 2.6930
N 1.0956 -0.5729 -1.7215
H -0.0246 6.2467 -0.5788
C -0.1093 -1.7975 2.8745
H -1.8502 -3.8443 2.8195
C 0.1160 -2.2618 5.2822
H -1.4141 5.1859 -0.1257
C 1.5422 -3.0362 -2.7918
H 0.9564 0.6115 -4.6080
C 1.3387 4.6306 2.6797
N -1.3176 -0.1639 -6.5005
H 0.7901 -3.1348 7.0620
H -2.2991 -3.0385 -1.8806
C -0.6560 -4.3868 5.9651
*
```

Properties
⟨S²⟩   2.0516
Orbital gap (alpha / beta)   2.069 / 4.674 eV


[2]
This record from OMol25 describes C26H32N7OSTa as an isolated structure at a distorted geometry. The level of theory is ωB97M-V/def2-TZVPD.

```
! RIJCOSX wB97M-V def2-TZVPD def2/J DEFGRID3
* xyz 4 1
H -0.9399 -1.7852 -2.5415
H -4.7182 -2.9079 -0.1364
H 3.4790 -4.2015 2.3534
C -3.7802 2.8308 -4.0061
C 2.0761 -1.6468 0.6529
C 2.0415 -3.6403 -0.6834
H -3.3216 -2.3791 -0.9955
C -3.3890 -1.8388 0.9672
C 1.6475 -1.0084 -2.5462
C 0.1408 3.1961 0.8562
H -0.2543 2.8970 1.8248
C -3.5777 -1.3200 3.2820
H -4.6216 3.5095 -4.0544
C 1.5510 2.4830 -1.0366
H -3.7889 2.9573 -1.9794
H -0.6623 3.3723 0.1575
H 3.0555 -5.3162 0.1786
H 2.0178 3.4688 -1.0090
C 1.6718 -2.3247 -0.4897
H 0.7148 2.5133 -1.7378
Ta 0.0013 0.0574 -0.0242
C 2.7232 0.6449 1.1948
H 2.3870 3.9203 2.0166
H 1.0404 -0.3359 -3.1521
C -2.2674 1.7121 -2.5362
C 4.6008 1.3781 2.4844
H -0.7744 0.5238 -3.4808
H 2.8426 -1.8276 2.6697
H -5.0791 -2.3880 2.2461
N 1.8621 -0.2536 0.6232
H 2.3026 1.7596 -1.3516
H 1.7927 -4.1771 -1.5892
H 2.5157 -0.4810 -2.1564
C -1.6276 1.1682 -3.6288
H -4.0644 -1.3250 4.2481
C 3.0065 -3.6535 1.5487
C 2.7423 -4.2910 0.3283
H 4.4709 -0.5725 1.6241
H 0.6994 4.1239 0.9640
N 1.0419 2.1247 0.3297
H -3.5429 2.5186 -6.1000
H 5.5663 1.1934 2.9354
C 2.7918 2.9208 1.9555
H -1.6764 1.0177 4.2877
C 2.1931 1.9326 1.2181
C -4.1199 -1.8924 2.1903
H 0.0894 -3.2167 -2.5316
C 3.9783 0.3784 1.7675
H -0.7600 -0.4786 4.5928
C -3.1707 2.2901 -5.1112
N -2.1967 -1.1961 0.9366
H -1.5651 1.0359 -5.7719
C 3.9914 2.6278 2.6221
C -2.0764 1.4583 -4.9154
N -2.3567 -0.6824 3.2240
C 2.6690 -2.3289 1.7277
N -3.3194 2.5333 -2.7737
H 4.4667 3.3980 3.2154
H -2.3834 -0.2744 5.2791
C -1.7471 -0.0574 4.4271
H -0.8367 -2.8133 -1.0758
C -0.2865 -2.3982 -1.9199
N 0.8356 -1.5492 -1.4127
S -1.8998 1.5022 -0.8200
H 1.9878 -1.8311 -3.1764
C -1.7477 -0.6416 2.0438
O -0.5976 -0.0139 1.9078
N -3.8452 -2.4002 -0.1372
*
```

Properties
Orbital gap (alpha / beta)   5.713 / 5.717 eV